{
  "formula": "C29H29N3ScSi",
  "method": "ωB97M-V/def2-TZVPD",
  "homo_ev": -10.91,
  "relative_energy_kcal_mol": 0.0,
  "multiplicity": 1,
  "gap_ev": 5.85,
  "total_charge": 1,
  "species": ["C", "C", "C", "H", "C", "C", "H", "H", "H", "H", "Sc", "C", "H", "H", "H", "Si", "C", "C", "H", "C", "H", "C", "H", "C", "H", "C", "H", "C", "C", "H", "C", "H", "C", "H", "C", "H", "C", "H", "H", "H", "C", "C", "C", "C", "C", "C", "N", "N", "C", "C", "C", "C", "C", "N", "H", "H", "H", "H", "H", "H", "H", "H", "H"],
  "xyz": [[-0.21, 3.07, 2.94], [-1.23, 2.26, 2.39], [-1.08, 0.96, 2.89], [-1.99, 2.59, 1.69], [0.04, 0.95, 3.76], [0.57, 2.26, 3.79], [1.43, 2.59, 4.36], [-0.06, 4.13, 2.75], [-1.68, 0.10, 2.63], [0.42, 0.09, 4.30], [0.79, 1.45, 1.66], [0.61, -0.42, 0.61], [0.64, -1.24, 1.34], [1.35, -0.67, -0.16], [-0.37, -0.47, 0.13], [0.19, -3.83, -2.02], [-1.13, -3.16, -3.16], [-2.29, -2.56, -2.65], [-2.43, -2.51, -1.57], [-3.26, -2.04, -3.48], [-4.14, -1.58, -3.07], [-3.10, -2.11, -4.86], [-3.86, -1.70, -5.52], [-1.96, -2.70, -5.40], [-1.84, -2.76, -6.47], [-0.99, -3.22, -4.55], [-0.11, -3.69, -4.98], [-0.58, -4.73, -0.58], [-1.68, -5.58, -0.76], [-2.10, -5.70, -1.75], [-2.24, -6.26, 0.30], [-3.09, -6.92, 0.14], [-1.72, -6.11, 1.58], [-2.16, -6.64, 2.42], [-0.64, -5.26, 1.79], [-0.24, -5.13, 2.78], [-0.08, -4.58, 0.72], [0.76, -3.92, 0.90], [1.05, -2.75, -1.48], [1.06, -4.73, -2.83], [5.20, 4.85, 2.78], [4.69, 3.61, 3.17], [3.58, 3.06, 2.51], [2.98, 3.75, 1.45], [3.51, 5.00, 1.06], [4.61, 5.54, 1.72], [1.82, 3.21, 0.82], [1.34, 3.78, -0.18], [0.18, 3.24, -0.75], [-0.40, 3.83, -1.88], [-1.56, 3.27, -2.41], [-2.13, 2.16, -1.80], [-1.51, 1.60, -0.67], [-0.35, 2.15, -0.17], [6.05, 5.28, 3.30], [5.14, 3.07, 3.99], [3.19, 2.10, 2.83], [3.06, 5.57, 0.25], [5.00, 6.51, 1.42], [0.04, 4.71, -2.34], [-2.03, 3.71, -3.28], [-3.04, 1.72, -2.19], [-1.99, 0.76, -0.20]],
  "lowdin_charge": [-0.151, -0.163, -0.153, 0.116, -0.146, -0.173, 0.116, 0.124, 0.126, 0.125, 0.944, -0.227, -0.011, -0.017, -0.028, 0.736, -0.335, -0.118, 0.097, -0.099, 0.098, -0.089, 0.103, -0.084, 0.105, -0.110, 0.095, -0.335, -0.105, 0.104, -0.082, 0.105, -0.085, 0.104, -0.091, 0.100, -0.121, 0.084, -0.035, -0.022, -0.043, -0.042, -0.030, -0.224, 0.007, -0.045, -0.013, 0.141, -0.272, 0.037, -0.015, -0.004, -0.071, 0.032, 0.116, 0.116, 0.093, 0.112, 0.116, 0.125, 0.123, 0.120, 0.120]
}



{
  "formula": "C29H29N5O3ReS2",
  "method": "ωB97M-V/def2-TZVPD",
  "homo_ev": [-12.83, -12.84],
  "relative_energy_kcal_mol": 16.2,
  "multiplicity": 2,
  "s_squared": 0.96,
  "gap_ev": [5.52, 6.15],
  "total_charge": 2,
  "species": ["Re", "O", "C", "C", "C", "C", "C", "C", "C", "C", "N", "H", "H", "H", "H", "H", "H", "H", "H", "H", "H", "H", "N", "C", "C", "C", "C", "C", "C", "S", "O", "O", "N", "C", "S", "C", "C", "N", "H", "H", "H", "H", "H", "H", "H", "H", "C", "C", "C", "C", "C", "C", "N", "C", "C", "C", "C", "C", "C", "H", "H", "H", "H", "H", "H", "H", "H", "H", "H"],
  "xyz": [[-0.36, 0.33, -0.71], [-2.03, 1.73, -0.67], [-2.36, 2.84, -1.53], [-1.27, 3.89, -1.60], [0.12, 3.32, -1.95], [0.07, 2.30, -3.04], [0.09, 2.68, -4.38], [-0.01, 1.72, -5.37], [-0.13, 0.38, -5.02], [-0.16, 0.06, -3.68], [-0.07, 1.00, -2.71], [-2.46, 1.76, 0.22], [-3.29, 3.27, -1.16], [-2.56, 2.41, -2.51], [-1.20, 4.43, -0.65], [-1.58, 4.62, -2.35], [0.56, 2.88, -1.05], [0.79, 4.13, -2.24], [0.20, 3.73, -4.62], [0.01, 2.01, -6.41], [-0.20, -0.40, -5.76], [-0.24, -0.96, -3.35], [-0.93, -1.19, 7.62], [-1.02, -0.77, 6.35], [-2.24, -0.84, 5.65], [-2.34, -0.40, 4.36], [-1.20, 0.12, 3.72], [0.02, 0.19, 4.39], [0.11, -0.24, 5.69], [-1.31, 0.63, 2.11], [-2.61, 1.24, 1.87], [-0.13, 1.42, 1.73], [-1.10, -0.64, 1.07], [-2.14, -1.19, 0.33], [-3.53, -2.10, 0.67], [-3.88, -2.16, -1.02], [-2.94, -1.52, -1.75], [-1.95, -0.97, -0.95], [-1.74, -1.54, 8.11], [-0.07, -1.12, 8.14], [-3.12, -1.22, 6.16], [-3.30, -0.42, 3.85], [0.89, 0.60, 3.89], [1.05, -0.17, 6.22], [-4.75, -2.68, -1.38], [-2.92, -1.41, -2.82], [4.46, 1.64, -1.46], [4.39, 0.38, -2.05], [3.34, -0.47, -1.76], [2.37, -0.05, -0.85], [2.44, 1.20, -0.24], [3.49, 2.05, -0.56], [1.19, -0.81, -0.63], [1.33, -2.18, -0.34], [2.42, -2.60, 0.44], [2.55, -3.94, 0.76], [1.62, -4.86, 0.29], [0.55, -4.45, -0.50], [0.40, -3.11, -0.81], [5.29, 2.30, -1.69], [5.15, 0.07, -2.75], [3.26, -1.44, -2.23], [1.75, 1.46, 0.55], [3.57, 3.01, -0.07], [3.13, -1.87, 0.81], [3.37, -4.26, 1.38], [1.73, -5.91, 0.54], [-0.15, -5.17, -0.88], [-0.41, -2.79, -1.45]],
  "lowdin_charge": [1.601, -0.219, -0.160, -0.132, -0.125, -0.247, 0.023, 0.002, -0.017, -0.103, -0.055, 0.067, 0.143, 0.128, 0.132, 0.134, 0.079, 0.136, 0.137, 0.131, 0.125, 0.108, 0.152, -0.289, -0.004, -0.047, -0.335, -0.044, -0.005, 0.656, -0.284, -0.353, -0.207, -0.743, 1.165, -0.330, -0.173, -0.144, 0.116, 0.116, 0.124, 0.118, 0.118, 0.123, 0.089, 0.123, -0.041, -0.034, -0.003, -0.306, -0.060, -0.044, -0.090, -0.264, 0.004, -0.040, -0.040, -0.046, -0.023, 0.120, 0.121, 0.130, 0.087, 0.122, 0.128, 0.120, 0.119, 0.117, 0.091]
}